Density functional theory data (wB97M-V/def2-TZVPD) for C36H27N2O4PPt as an isolated structure in a non-equilibrium geometry.

The LUMO energy comes out at -1.198 eV. The value obtained for the total energy is -2259.14084 hartree. Its total charge is 0. For the relative energy (zero: lowest compared OMol25 entry of this formula, charge and spin), the calculation gives 37.4 kcal/mol. The value obtained for the gap between HOMO and LUMO is 6.75 eV.

Positions of all 71 atoms, in Å:
Pt  0.64  0.98  0.19
C  3.11  3.70  -0.09
O  1.75  3.25  -0.16
C  0.80  4.23  -0.19
C  1.12  5.58  -0.33
C  0.12  6.54  -0.39
C  -1.21  6.16  -0.29
C  -1.52  4.82  -0.13
C  -0.54  3.84  -0.09
N  -0.87  2.46  0.13
N  -2.10  2.24  0.03
C  -2.74  1.09  0.31
C  -2.09  -0.06  0.80
O  -0.86  -0.06  1.16
C  -2.84  -1.28  0.90
C  -4.15  -1.32  0.60
C  -4.87  -0.14  0.21
C  -6.26  -0.18  -0.02
C  -6.95  0.97  -0.32
C  -6.27  2.19  -0.41
C  -4.91  2.24  -0.21
C  -4.18  1.07  0.08
H  3.27  4.28  0.82
H  3.36  4.30  -0.97
H  3.73  2.81  -0.08
H  2.15  5.89  -0.38
H  0.39  7.58  -0.50
H  -2.00  6.90  -0.33
H  -2.55  4.51  -0.03
H  -2.31  -2.16  1.24
H  -4.70  -2.25  0.68
H  -6.78  -1.12  0.07
H  -8.02  0.93  -0.49
H  -6.81  3.10  -0.62
H  -4.38  3.18  -0.28
O  5.00  1.30  -0.20
C  4.16  0.47  0.12
O  3.00  0.65  0.64
C  4.41  -1.00  -0.10
C  5.70  -1.52  -0.16
C  5.90  -2.89  -0.20
C  4.80  -3.74  -0.19
C  3.51  -3.23  -0.18
C  3.31  -1.85  -0.16
P  1.58  -1.21  -0.12
C  0.79  -2.11  -1.50
C  -0.60  -2.09  -1.58
C  -1.26  -2.66  -2.66
C  -0.52  -3.25  -3.68
C  0.86  -3.25  -3.62
C  1.52  -2.67  -2.54
C  1.05  -2.04  1.42
C  0.37  -3.25  1.41
C  -0.02  -3.84  2.61
C  0.29  -3.23  3.82
C  0.99  -2.03  3.82
C  1.38  -1.44  2.63
H  6.54  -0.82  -0.14
H  6.90  -3.30  -0.21
H  4.95  -4.82  -0.18
H  2.67  -3.91  -0.19
H  -1.18  -1.62  -0.80
H  -2.34  -2.63  -2.71
H  -1.03  -3.69  -4.53
H  1.44  -3.69  -4.42
H  2.60  -2.66  -2.53
H  0.12  -3.73  0.47
H  -0.56  -4.78  2.60
H  -0.03  -3.68  4.75
H  1.23  -1.55  4.76
H  1.92  -0.50  2.63


Density functional theory data (wB97M-V/def2-TZVPD) for a 2-piece molecular cluster, C36H27O2S overall in a non-equilibrium geometry.

The LUMO energy comes out at 1.563 eV. The value obtained for the total energy is -1936.74041 hartree. Its total charge is -1. The value obtained for the gap between HOMO and LUMO is 4.76 eV.

Positions of all 66 atoms, in Å:
C  7.74  0.42  -0.70
O  7.12  -0.50  -1.63
C  5.79  -0.79  -1.47
C  5.23  -1.73  -2.37
C  3.91  -2.10  -2.27
C  3.03  -1.45  -1.35
C  1.62  -1.68  -1.32
C  0.65  -0.66  -1.23
C  -0.74  -1.00  -1.13
C  -1.75  -0.07  -1.28
C  -3.17  -0.46  -1.27
C  -3.60  -1.47  -0.39
C  -4.95  -1.80  -0.28
C  -5.89  -1.22  -1.15
C  -5.46  -0.25  -2.06
C  -4.13  0.15  -2.10
C  -1.39  1.36  -1.45
O  -2.26  2.23  -1.61
C  0.04  1.73  -1.34
C  0.46  3.14  -1.36
C  1.53  3.55  -0.53
C  1.96  4.88  -0.51
C  1.38  5.82  -1.38
C  0.35  5.42  -2.23
C  -0.14  4.11  -2.19
C  0.98  0.73  -1.27
C  3.63  -0.52  -0.46
C  4.97  -0.21  -0.48
H  8.78  0.45  -1.01
H  7.29  1.43  -0.78
H  7.66  0.06  0.34
H  5.89  -2.15  -3.12
H  3.50  -2.86  -2.94
H  1.25  -2.69  -1.46
H  -0.99  -2.06  -0.99
H  -2.86  -1.95  0.25
H  -5.27  -2.51  0.48
H  -6.94  -1.51  -1.10
H  -6.17  0.21  -2.75
H  -3.82  0.96  -2.77
H  2.00  2.81  0.12
H  2.74  5.18  0.18
H  1.74  6.85  -1.39
H  -0.09  6.12  -2.93
H  -0.99  3.82  -2.81
H  2.03  1.02  -1.31
H  3.02  -0.03  0.30
H  5.37  0.51  0.23
C  -4.30  -0.47  4.30
C  -2.97  -0.14  4.11
C  -2.05  -1.08  3.58
C  -2.53  -2.42  3.29
C  -3.89  -2.71  3.49
C  -4.77  -1.76  3.97
C  -1.63  -3.37  2.75
C  -0.34  -3.04  2.44
C  0.11  -1.69  2.59
S  1.59  -1.29  1.97
C  -0.72  -0.76  3.26
H  -5.00  0.27  4.69
H  -2.59  0.86  4.35
H  -4.22  -3.71  3.23
H  -5.82  -2.01  4.11
H  -1.99  -4.38  2.57
H  0.37  -3.77  2.07
H  -0.31  0.21  3.50


Density functional theory data (wB97M-V/def2-TZVPD) for C36H28AsBeN5OS as an isolated structure.

The LUMO energy comes out at -0.851 eV. The value obtained for the total energy is -4386.48138 hartree. Its total charge is 0. For the relative energy (zero: lowest compared OMol25 entry of this formula, charge and spin), the calculation gives 2.0 kcal/mol. The value obtained for the gap between HOMO and LUMO is 6.24 eV.

Positions of all 73 atoms, in Å:
Be  0.09  -0.19  -0.62
C  4.65  -2.95  -1.72
C  4.08  -2.33  -2.82
C  3.10  -1.36  -2.64
C  2.69  -1.01  -1.36
C  3.27  -1.63  -0.26
C  4.24  -2.60  -0.44
N  1.69  -0.01  -1.19
C  2.09  1.25  -1.06
C  3.43  1.73  -1.14
C  3.69  3.07  -0.99
C  2.66  4.02  -0.76
C  1.37  3.60  -0.67
C  1.08  2.23  -0.81
N  -0.16  1.66  -0.71
N  -1.17  2.37  -0.49
C  -2.36  1.61  -0.48
C  -3.54  2.29  -0.18
C  -4.73  1.58  -0.21
C  -4.69  0.23  -0.54
C  -3.46  -0.36  -0.80
N  -2.32  0.32  -0.77
H  5.41  -3.71  -1.86
H  4.38  -2.61  -3.82
H  2.63  -0.88  -3.49
H  2.96  -1.34  0.73
H  4.69  -3.08  0.42
H  4.23  1.03  -1.31
H  4.71  3.41  -1.06
H  2.91  5.07  -0.66
H  0.55  4.28  -0.49
H  -3.50  3.34  0.05
H  -5.67  2.07  0.01
H  -5.59  -0.37  -0.59
H  -3.39  -1.41  -1.06
S  -0.79  -2.23  -1.21
C  0.34  -3.27  -1.92
N  1.05  -4.06  -2.37
O  0.05  -0.30  1.00
As  -0.25  -1.55  2.08
C  0.99  -3.02  2.16
C  1.89  -3.05  3.22
C  2.81  -4.09  3.31
C  2.82  -5.09  2.35
C  1.93  -5.05  1.29
C  1.01  -4.02  1.19
C  -0.12  -0.64  3.76
C  -0.62  -1.24  4.91
C  -0.53  -0.59  6.13
C  0.06  0.67  6.19
C  0.55  1.27  5.04
C  0.47  0.62  3.82
C  -2.06  -2.17  2.02
C  -3.06  -1.24  2.27
C  -4.38  -1.66  2.28
C  -4.69  -3.00  2.06
C  -3.68  -3.92  1.82
C  -2.36  -3.51  1.80
H  1.89  -2.27  3.97
H  3.51  -4.11  4.13
H  3.55  -5.89  2.42
H  1.96  -5.80  0.51
H  0.34  -3.97  0.35
H  -1.09  -2.22  4.86
H  -0.93  -1.05  7.02
H  0.13  1.18  7.14
H  1.01  2.25  5.10
H  0.84  1.08  2.91
H  -2.81  -0.20  2.43
H  -5.17  -0.94  2.46
H  -5.72  -3.32  2.08
H  -3.92  -4.96  1.64
H  -1.56  -4.22  1.60


Density functional theory data (wB97M-V/def2-TZVPD) for C36H28AsIrN3O5S2 as an isolated structure in a non-equilibrium geometry.

The LUMO energy comes out at -3.594 eV. The value obtained for the total energy is -5065.52260 hartree. Its total charge is +1. For the relative energy (zero: lowest compared OMol25 entry of this formula, charge and spin), the calculation gives 33.5 kcal/mol. The value obtained for the gap between HOMO and LUMO is 7.17 eV.

Positions of all 76 atoms, in Å:
Ir  -1.05  -0.42  0.26
O  -2.09  -6.22  1.69
C  -1.90  -4.93  1.40
C  -2.94  -4.01  1.24
C  -2.63  -2.71  0.94
N  -1.36  -2.31  0.82
C  -0.36  -3.17  0.93
C  -0.58  -4.50  1.21
C  0.98  -2.56  0.55
O  2.00  -3.19  0.70
O  0.87  -1.36  0.03
C  -3.65  -1.63  0.59
O  -4.83  -1.83  0.76
O  -3.12  -0.57  0.02
H  -3.03  -6.42  1.78
H  -3.99  -4.28  1.33
H  0.26  -5.18  1.28
S  1.65  -2.10  5.24
C  2.57  -2.17  6.66
C  3.13  -0.97  6.97
C  2.80  0.03  6.03
C  1.99  -0.42  5.02
C  1.49  0.32  3.86
C  0.61  -0.27  2.95
N  0.13  0.34  1.89
C  0.49  1.62  1.64
C  1.36  2.31  2.49
C  1.69  3.67  2.16
C  1.17  4.28  1.07
C  0.26  3.59  0.20
C  -0.34  4.16  -0.92
C  -1.25  3.44  -1.68
C  -1.51  2.12  -1.27
N  -0.90  1.54  -0.25
C  -0.05  2.26  0.50
C  -1.91  3.99  -2.86
C  -2.76  3.36  -3.73
C  -3.21  4.19  -4.78
C  -2.71  5.45  -4.69
S  -1.69  5.63  -3.34
C  1.87  1.63  3.61
H  2.66  -3.10  7.20
H  3.76  -0.81  7.83
H  3.13  1.06  6.11
H  0.28  -1.29  3.11
H  2.37  4.20  2.82
H  1.42  5.31  0.84
H  -0.11  5.18  -1.20
H  -2.24  1.52  -1.79
H  -3.05  2.32  -3.63
H  -3.88  3.88  -5.57
H  -2.89  6.29  -5.35
H  2.56  2.14  4.26
C  -2.61  -1.03  -3.48
As  -1.10  -1.13  -2.25
C  -0.68  -3.02  -2.36
C  0.33  -0.36  -3.37
C  1.62  -0.19  -2.62
C  1.87  0.99  -1.93
C  3.01  1.13  -1.16
C  3.94  0.10  -1.10
C  3.72  -1.07  -1.82
C  2.56  -1.21  -2.57
H  -2.27  -0.56  -4.41
H  -3.43  -0.45  -3.06
H  -2.97  -2.04  -3.69
H  -0.65  -3.33  -3.40
H  -1.46  -3.59  -1.84
H  0.28  -3.22  -1.89
H  -0.04  0.59  -3.74
H  0.43  -1.06  -4.20
H  1.16  1.81  -2.02
H  3.19  2.05  -0.61
H  4.83  0.19  -0.49
H  4.45  -1.87  -1.80
H  2.38  -2.13  -3.12


> Among the records above, which one has the lowest gap between HOMO and LUMO?

C36H27O2S